(1)
2 unconnected molecules or ions with the total composition C4H10NP in a non-equilibrium geometry, computed with the ωB97M-V functional and the def2-TZVPD basis.

Properties
HOMO level (alpha / beta)	-7.81 / -7.84	eV
energy relative to the best compared isomer or geometry (same formula, charge and spin)	304.06	kJ/mol

```
! RIJCOSX wB97M-V def2-TZVPD def2/J DEFGRID3
* xyz 0 1
C -1.00438 0.47535 -0.13942
C -0.67705 0.60284 1.28712
C -2.10049 1.49684 -0.55172
C 2.76035 -1.71377 -0.51270
N -0.53027 -0.27060 -1.00432
P 3.05105 -0.46183 0.81599
H -1.62113 0.31897 1.70410
H -0.38768 1.66715 1.56230
H 0.26568 0.10911 1.67591
H -2.82224 1.06797 -1.33615
H -1.61769 2.55302 -0.87397
H -2.73034 1.94051 0.19088
H 1.71937 -1.89865 -0.71199
H 3.40572 -2.61235 -0.45408
H 3.01584 -1.19214 -1.41442
H -0.90190 -0.27401 -1.96862
*
```

Need the natural (NBO) charges? In units of e they are: C 0.321; C -0.681; C -0.708; C -1.044; N -0.654; P 0.306; H 0.232; H 0.231; H 0.240; H 0.220; H 0.228; H 0.218; H 0.266; H 0.236; H 0.239; H 0.351

(2)
9 unconnected molecules or ions with the total composition C54H135N9O18 in a non-equilibrium geometry, computed with the ωB97M-V functional and the def2-TZVPD basis.

Properties
HOMO level	-8.26	eV
SMILES	COCCNCCOC.COCCNCCOC.COCCNCCOC.COCCNCCOC.COCCNCCOC.COCCNCCOC.COCCNCCOC.COCCNCCOC.COCCNCCOC
energy relative to the best compared isomer or geometry (same formula, charge and spin)	437.88	kJ/mol

```
! RIJCOSX wB97M-V def2-TZVPD def2/J DEFGRID3
* xyz 0 1
C 24.81083 10.67673 18.36224
O 24.85715 10.54003 19.76256
C 23.82158 9.77791 20.38768
C 23.88431 10.02031 21.83770
N 23.55522 11.35690 22.19726
C 24.06682 11.71717 23.52609
C 23.91142 13.17677 23.78297
O 24.35165 13.87959 22.67431
C 24.31683 15.28187 22.88245
H 25.32304 11.58871 18.08255
H 23.75382 10.67998 18.03325
H 25.43276 9.89248 17.90724
H 23.93631 8.71344 20.25037
H 22.81513 9.99631 19.97487
H 24.90742 9.80766 22.18003
H 23.28532 9.21646 22.29250
H 23.99132 11.97726 21.51516
H 25.15243 11.53190 23.60466
H 23.55943 11.14327 24.31856
H 24.52023 13.52255 24.62316
H 22.86218 13.43343 23.85094
H 24.99484 15.60247 23.69559
H 23.31646 15.56004 23.24891
H 24.54082 15.85538 21.96863
C 15.18304 16.69020 23.94927
O 15.18378 15.72424 22.93158
C 16.38453 14.90350 23.01747
C 16.35662 13.87526 21.96651
N 15.09719 13.09647 22.08098
C 14.87164 12.31494 20.93836
C 13.49347 11.69065 20.91194
O 13.42759 11.09215 19.68433
C 12.30426 10.22082 19.48536
H 14.23623 17.21195 23.91235
H 15.99173 17.46776 23.86774
H 15.32125 16.24589 24.97776
H 16.39390 14.51074 24.03291
H 17.27504 15.56335 22.83247
H 17.08557 13.08075 22.07124
H 16.48191 14.27109 20.87076
H 14.33790 13.76220 22.24745
H 15.57625 11.44841 20.99434
H 15.03494 12.88710 19.93331
H 12.72770 12.52139 21.05551
H 13.35429 10.93496 21.69196
H 12.28633 9.30541 20.06412
H 12.14624 10.11013 18.43222
H 11.49529 10.74749 19.90441
C 21.64852 12.08884 16.84344
O 22.57293 13.12655 16.55931
C 22.30658 14.37717 17.04724
C 23.42161 15.35212 16.82149
N 23.90057 15.57199 15.45393
C 22.88598 15.99696 14.48699
C 22.35072 14.82861 13.70911
O 23.43451 14.29714 12.94046
C 23.26725 12.89128 12.68858
H 21.36475 12.08596 17.87508
H 22.09536 11.14874 16.43328
H 20.67212 12.27469 16.35711
H 22.00288 14.37387 18.07578
H 21.38953 14.79393 16.51344
H 24.27700 15.12151 17.49375
H 23.03048 16.32098 17.16123
H 24.43848 14.78692 15.11288
H 23.32004 16.71591 13.80873
H 22.08984 16.46281 14.99817
H 21.53421 14.94183 12.99128
H 22.11909 14.02474 14.45433
H 23.36038 12.18644 13.48197
H 24.10552 12.57487 12.06461
H 22.34976 12.65045 12.20833
C 15.72193 17.95166 20.33159
O 15.76409 17.28328 19.06475
C 16.83372 17.67714 18.26119
C 18.18797 17.17550 18.73839
N 18.28398 15.72282 18.74121
C 19.55173 15.26426 19.31934
C 19.65391 13.78554 19.65017
O 20.89596 13.35929 20.18987
C 21.10692 13.84880 21.50021
H 14.97926 18.72098 20.22547
H 16.67158 18.29268 20.69536
H 15.30971 17.26103 21.11632
H 16.88352 18.79075 18.08972
H 16.57189 17.27815 17.31221
H 18.38996 17.57350 19.74419
H 19.06281 17.63314 18.11907
H 18.05962 15.33436 17.82883
H 19.70122 15.89786 20.20164
H 20.41096 15.50596 18.63271
H 19.56902 13.26824 18.70914
H 18.81792 13.50477 20.35881
H 20.57966 13.28359 22.31363
H 20.81945 14.90455 21.53718
H 22.17575 13.82461 21.66590
C 20.31821 22.31878 17.45248
O 19.34333 22.12252 18.35819
C 18.17819 21.52696 17.84872
C 17.10941 21.38948 18.97796
N 16.80590 22.65453 19.57257
C 15.70194 22.61866 20.52218
C 15.73808 23.81469 21.55981
O 16.82916 23.59420 22.42937
C 17.03700 24.73517 23.16540
H 20.07050 23.06728 16.73017
H 20.70048 21.41092 16.96955
H 21.19052 22.70122 17.99722
H 18.31955 20.50266 17.46813
H 17.81656 22.12180 17.07063
H 17.31475 20.52865 19.73067
H 16.25556 21.09687 18.41331
H 17.65706 23.07811 19.93013
H 15.75867 21.68825 21.17092
H 14.75725 22.61988 19.97665
H 14.70543 23.93560 21.96382
H 15.79806 24.76458 20.96143
H 18.00744 24.41425 23.59973
H 16.27702 24.97726 23.91250
H 17.32323 25.59292 22.52740
C 19.26024 14.89084 25.84217
O 19.55471 16.08149 25.11148
C 20.82601 16.08683 24.57829
C 21.03074 17.27766 23.67396
N 20.27002 17.19561 22.41623
C 20.38244 18.41610 21.63290
C 19.38457 19.52804 22.03521
O 18.06929 19.05703 21.98706
C 17.19011 19.70756 22.91495
H 18.98900 14.11017 25.13205
H 18.37888 15.15008 26.44906
H 20.06900 14.56244 26.48561
H 21.11522 15.16543 24.01503
H 21.55208 16.12086 25.37826
H 22.07446 17.26571 23.36813
H 20.80294 18.15887 24.25364
H 19.29482 16.94358 22.58004
H 20.24651 18.16603 20.52593
H 21.38757 18.82089 21.81371
H 19.42886 20.34118 21.32930
H 19.59940 19.82639 23.04955
H 17.39893 19.48399 23.94310
H 16.19056 19.37136 22.68084
H 17.29677 20.80576 22.92462
C 12.35910 22.50445 15.15079
O 13.18261 21.45609 15.54211
C 13.07932 21.04016 16.94335
C 13.76021 19.65997 17.03205
N 13.08938 18.74421 16.12342
C 13.79439 17.50188 15.83056
C 13.81270 16.53438 16.99095
O 14.87732 15.60498 16.70645
C 14.94252 14.53691 17.62939
H 12.08222 23.20656 15.97219
H 11.46572 22.08253 14.57802
H 12.81169 23.22481 14.41079
H 12.04241 20.92241 17.25266
H 13.51897 21.76595 17.64136
H 13.60501 19.34472 18.06702
H 14.83648 19.73955 16.90505
H 12.76989 19.10317 15.25190
H 14.83587 17.69476 15.52680
H 13.32415 16.98894 15.02506
H 12.87676 15.95953 17.12735
H 14.09439 16.97782 17.97871
H 13.94669 14.11866 17.51704
H 15.11640 14.79901 18.69735
H 15.62949 13.77921 17.26372
C 18.78845 15.92294 15.14787
O 18.25044 16.70703 14.13116
C 17.02540 16.16928 13.66043
C 17.16452 14.81084 13.01802
N 18.04512 14.88019 11.89196
C 18.07397 13.60152 11.23996
C 19.25050 13.56260 10.29553
O 20.51384 13.78952 10.90407
C 21.52644 14.29272 9.92316
H 19.59290 16.47691 15.59188
H 19.15300 14.94499 14.80407
H 18.06766 15.80605 15.90652
H 16.73850 16.88038 12.88480
H 16.15796 16.16794 14.38415
H 16.18297 14.58582 12.63184
H 17.37761 14.05003 13.78371
H 18.99271 15.19244 12.00239
H 17.10806 13.47587 10.75105
H 18.08978 12.76649 11.94654
H 19.00615 14.35969 9.55891
H 19.32176 12.73316 9.62089
H 22.43287 14.22439 10.48700
H 21.28965 15.32659 9.61923
H 21.50823 13.57832 9.06703
C 9.96927 13.85779 18.94399
O 10.56350 14.62162 19.97998
C 11.81422 15.14404 19.58819
C 12.10322 16.35955 20.41437
N 11.12788 17.39982 20.06430
C 11.46530 18.71497 20.57683
C 10.83180 19.80372 19.67871
O 11.52330 20.96537 19.99285
C 10.75831 22.11151 19.66175
H 9.00077 13.62660 19.34647
H 10.51221 12.93158 18.72470
H 9.93454 14.45045 18.06900
H 11.76155 15.49711 18.55758
H 12.64858 14.38815 19.58306
H 13.16454 16.65729 20.21329
H 11.96460 16.12131 21.49344
H 10.23428 17.05234 20.45187
H 12.52660 18.86588 20.44917
H 11.23007 18.90052 21.64091
H 9.76800 19.94283 19.88022
H 11.01562 19.41711 18.65424
H 9.92695 22.20778 20.29400
H 10.39757 21.99906 18.59581
H 11.43362 22.97229 19.75260
*
```

Atomic partial charges in e from the Mulliken method, atoms 1 to 99: C -0.485; O -0.370; C -0.520; C -0.762; N 0.010; C -1.063; C -0.025; O -0.328; C -0.502; H 0.230; H 0.098; H 0.307; H 0.450; H 0.235; H 0.403; H 0.336; H 0.214; H 0.453; H 0.326; H 0.514; H -0.072; H 0.403; H -0.086; H 0.286; C -0.706; O -0.231; C 0.100; C -0.173; N -0.427; C -0.039; C -0.502; O -0.289; C -0.953; H 0.279; H 0.131; H 0.332; H 0.697; H -0.447; H 0.371; H -0.327; H 0.435; H 0.262; H -0.229; H 0.192; H 0.453; H 0.327; H 0.296; H 0.374; C -0.686; O -0.282; C 1.632; C -1.548; N -0.237; C -0.921; C 0.870; O -0.520; C -0.776; H 0.131; H 0.303; H 0.225; H 0.074; H -0.707; H 0.390; H 0.358; H 0.366; H 0.423; H 0.259; H 0.073; H -0.190; H 0.255; H 0.320; H 0.299; C -0.239; O 1.411; C 0.350; C 0.287; N 0.609; C 1.391; C -0.441; O 0.032; C 0.560; H -0.061; H 0.305; H -0.704; H -1.206; H 0.139; H -0.897; H 0.128; H -0.018; H -0.930; H -0.441; H 0.277; H -0.191; H 0.101; H -0.058; H -0.496; C -0.874; O -0.263; C -0.841